(1)
DFT (wB97M-V/def2-TZVPD) results for C23H44Cl3N4O3SSiZn as an isolated structure at a distorted geometry.

F_max: 2.2 eV Å⁻¹
energy relative to the best compared isomer or geometry (same formula, charge and spin): 1.406 eV
Kohn-Sham gap: 6.76 eV

Geometry as ORCA input:
```
! wB97M-V def2-TZVPD RIJCOSX def2/J DEFGRID3
* xyz -1 1
C -1.560 -1.974 -3.136
C -1.001 -2.814 -2.036
H -1.665 -2.559 -4.053
H -0.915 -1.106 -3.356
H -2.543 -1.579 -2.823
C -0.471 -4.041 -2.195
C -0.354 -4.754 -3.497
H -0.148 -4.617 -1.322
H -0.438 -4.087 -4.363
H -1.115 -5.542 -3.590
H 0.626 -5.241 -3.558
Zn -0.575 0.791 -1.021
Cl -2.788 1.112 -1.008
Cl 0.546 1.170 -2.903
H 0.969 4.335 3.397
H -1.162 5.419 2.872
C 1.110 3.974 2.370
C -0.996 5.148 1.827
N -0.207 3.927 1.740
H 1.568 2.982 2.371
C -0.565 2.972 0.877
O 0.177 2.048 0.463
H -1.954 4.957 1.341
H -1.616 3.046 0.539
H 1.759 4.691 1.846
H -0.495 5.987 1.327
H 1.617 -1.653 -2.997
H 2.046 -3.741 -1.275
C 2.529 -1.210 -2.570
C 2.991 -3.176 -1.191
N 2.756 -1.748 -1.252
H 2.381 -0.127 -2.513
C 2.823 -0.946 -0.150
O 2.746 0.271 -0.160
H 3.464 -3.426 -0.232
H 2.955 -1.523 0.794
H 3.378 -1.455 -3.227
H 3.646 -3.479 -2.020
O -0.119 -1.160 -0.528
C -1.034 -2.156 -0.645
C 0.240 -3.533 1.127
C -0.947 -3.192 0.496
H 1.130 -2.930 0.919
C 0.268 -4.587 2.044
H -2.051 -1.719 -0.575
C -2.138 -3.840 0.841
H 1.208 -4.848 2.521
C -0.898 -5.309 2.311
C -2.110 -4.928 1.721
H -3.067 -3.493 0.377
H -0.867 -6.168 2.979
H -3.029 -5.475 1.931
Si -0.486 4.151 -4.332
Cl -0.962 2.431 -5.388
C 1.362 4.333 -4.066
C -1.675 4.321 -2.894
C -0.895 5.527 -5.583
H 1.799 3.491 -3.517
H 1.583 5.261 -3.517
H 1.855 4.406 -5.047
H -0.189 5.483 -6.424
H -0.821 6.516 -5.111
H -1.913 5.390 -5.971
H -1.598 3.517 -2.150
H -2.706 4.292 -3.286
H -1.537 5.286 -2.381
C 0.317 1.273 6.274
N -0.057 0.819 4.929
C 0.384 -0.385 4.443
S 0.990 -0.519 2.883
N 0.302 -1.435 5.293
C -0.728 -1.548 6.332
H 0.568 0.426 6.922
H -0.532 1.812 6.698
H 1.178 1.956 6.217
H -0.004 1.534 4.204
H 0.600 -2.307 4.864
H -1.449 -2.328 6.058
H -0.255 -1.811 7.287
H -1.239 -0.586 6.429
*
```



(2)
DFT (wB97M-V/def2-TZVPD) results for a 3-piece molecular cluster, C23H44F3INO5 overall at a distorted geometry.

F_max: 1.8 eV Å⁻¹
energy relative to the best compared isomer or geometry (same formula, charge and spin): 0.000 eV
Kohn-Sham gap: 8.98 eV

Geometry as ORCA input:
```
! wB97M-V def2-TZVPD RIJCOSX def2/J DEFGRID3
* xyz 1 1
C 1.020 -3.537 4.539
C 1.002 -2.096 4.013
C 1.514 -1.937 2.559
I 0.734 -3.576 1.379
C 1.260 -0.541 1.956
C 2.257 -0.075 0.860
C 2.960 -1.115 0.009
O 2.140 -1.613 -1.016
C 4.151 -0.456 -0.707
F 4.874 -1.423 -1.260
F 4.959 0.181 0.116
F 3.753 0.334 -1.663
C 1.422 0.495 3.118
O 0.223 0.755 3.799
C -0.607 1.592 3.007
C -1.979 1.798 3.604
C -2.725 0.452 3.755
C -3.979 0.337 2.851
C -3.857 -0.897 1.951
C -5.218 0.108 3.741
C -0.648 1.032 1.574
N -0.148 -0.360 1.480
O -0.282 -0.764 0.146
H 1.175 -3.478 5.609
H 0.079 -4.031 4.350
H 1.866 -4.091 4.155
H 0.014 -1.666 4.124
H 1.679 -1.563 4.665
H 2.586 -2.060 2.594
H 1.808 0.672 0.216
H 3.041 0.450 1.397
H 3.390 -1.945 0.563
H 2.227 -2.575 -1.042
H 1.762 1.435 2.676
H 2.213 0.199 3.784
H -0.111 2.565 2.949
H -2.489 2.474 2.931
H -1.841 2.310 4.548
H -3.044 0.365 4.783
H -2.065 -0.393 3.580
H -4.134 1.227 2.250
H -4.748 -1.073 1.366
H -3.601 -1.755 2.564
H -3.025 -0.752 1.253
H -5.559 1.044 4.171
H -4.927 -0.554 4.547
H -6.028 -0.326 3.172
H -1.677 1.010 1.243
H -0.119 1.671 0.885
H -0.745 -0.983 2.042
H -1.228 -0.929 -0.019
C -0.608 3.679 -3.029
C -0.595 2.270 -3.611
C -0.155 1.437 -2.424
O -0.645 2.115 -1.248
C -1.105 3.429 -1.613
H -1.235 4.377 -3.579
H 0.408 4.080 -3.003
H -1.605 1.986 -3.916
H 0.063 2.152 -4.467
H 0.936 1.383 -2.359
H -0.549 0.422 -2.450
H -2.199 3.432 -1.569
H -0.727 4.159 -0.896
C 2.382 -1.319 -6.375
C 1.132 -1.107 -7.220
C 0.098 -0.752 -6.162
O 0.805 -0.089 -5.106
C 2.216 -0.255 -5.301
H 3.312 -1.216 -6.932
H 2.363 -2.314 -5.925
H 1.280 -0.264 -7.899
H 0.848 -1.975 -7.813
H -0.372 -1.650 -5.748
H -0.686 -0.094 -6.541
H 2.632 0.705 -5.627
H 2.682 -0.532 -4.354
*
```



(3)
DFT (wB97M-V/def2-TZVPD) results for a 4-piece molecular cluster, C23H44FN5O5S overall at a distorted geometry.

F_max: 5.9 eV Å⁻¹
Kohn-Sham gap: 4.89 eV

Geometry as ORCA input:
```
! wB97M-V def2-TZVPD RIJCOSX def2/J DEFGRID3
* xyz 2 1
O 5.579 -3.969 -1.850
S 4.548 -3.362 -0.946
O 4.966 -3.244 0.506
C 3.975 -1.656 -1.536
N 2.467 -1.697 -1.418
C 1.599 -1.899 -2.569
C 0.047 -1.973 -2.334
C -0.584 -1.843 -0.885
C -2.155 -1.960 -0.693
C -2.954 -3.184 -1.299
C -4.518 -3.277 -1.148
N -5.271 -2.244 -0.445
F -6.609 -2.279 -0.315
C -4.571 -1.117 0.160
C -3.036 -0.905 0.081
C 0.445 -1.590 0.269
C 1.965 -1.531 -0.055
H 3.410 -4.200 -0.989
H 4.437 -0.872 -0.823
H 4.333 -1.415 -2.593
H 2.071 -2.013 -3.617
H -0.673 -2.144 -3.207
H -2.392 -4.010 -1.852
H -5.098 -4.144 -1.615
H -5.192 -0.340 0.727
H -2.507 -0.004 0.566
H 0.103 -1.452 1.347
H 2.680 -1.349 0.839
C 1.886 -0.382 4.272
C 3.358 -0.785 4.216
C 4.135 -0.475 5.511
O 4.465 0.899 5.682
C 3.408 1.700 6.187
N 3.983 -0.147 3.047
H 1.739 0.693 4.147
H 1.328 -0.873 3.467
H 1.432 -0.682 5.220
H 3.388 -1.871 4.068
H 5.093 -1.002 5.462
H 3.614 -0.861 6.395
H 2.779 1.155 6.896
H 2.808 2.091 5.363
H 3.850 2.555 6.702
H 4.935 -0.497 2.955
H 4.110 0.841 3.275
C -0.209 2.583 0.491
C 0.840 2.367 1.579
C 1.467 3.674 2.104
O 2.422 4.262 1.228
C 1.860 5.019 0.167
N 1.867 1.444 1.073
H 0.232 2.806 -0.482
H -0.815 1.678 0.364
H -0.887 3.399 0.756
H 0.334 1.885 2.423
H 2.017 3.439 3.021
H 0.699 4.405 2.384
H 0.945 5.536 0.467
H 1.672 4.375 -0.695
H 2.595 5.767 -0.139
H 2.510 1.222 1.833
H 2.444 1.968 0.413
C -5.698 -0.619 -4.870
C -4.652 -0.828 -3.779
C -4.029 0.484 -3.258
O -3.072 1.069 -4.133
C -3.633 1.821 -5.202
N -3.623 -1.752 -4.278
H -5.255 -0.401 -5.843
H -6.301 -1.524 -4.994
H -6.378 0.197 -4.612
H -5.160 -1.307 -2.934
H -3.481 0.254 -2.338
H -4.800 1.215 -2.985
H -4.550 2.337 -4.908
H -3.816 1.173 -6.060
H -2.898 2.569 -5.509
H -2.982 -1.969 -3.516
H -3.046 -1.230 -4.938
*
```



(4)
DFT (wB97M-V/def2-TZVPD) results for C23H44GeN5O7P2Ti as an isolated structure at a distorted geometry.

expectation value of S²: 2.01
F_max: 2.3 eV Å⁻¹
energy relative to the best compared isomer or geometry (same formula, charge and spin): 0.282 eV
Kohn-Sham gap (spin up / spin down): 6.23 / 8.18 eV

Geometry as ORCA input:
```
! wB97M-V def2-TZVPD RIJCOSX def2/J DEFGRID3
* xyz 1 3
Ti -1.237 -1.261 -0.673
C -3.944 1.843 0.948
C -2.857 1.067 0.279
N -2.150 0.150 0.821
C -2.420 -0.404 2.146
C -2.685 -1.902 2.006
N -1.653 -2.554 1.181
C -0.482 -3.055 1.919
C 0.684 -3.227 0.967
N 0.998 -1.889 0.428
C 2.123 -1.831 -0.519
C 1.656 -1.754 -1.968
N 0.572 -0.792 -2.010
C 0.180 -0.211 -3.075
C 0.724 -0.413 -4.449
C -0.949 0.743 -2.819
C -1.409 1.743 -3.661
C -2.445 2.552 -3.222
C -2.988 2.376 -1.949
C -2.474 1.373 -1.152
N -1.494 0.583 -1.610
H -3.701 2.044 1.989
H -4.875 1.269 0.914
H -4.126 2.793 0.455
H -3.267 0.072 2.640
H -1.535 -0.228 2.763
H -3.641 -2.057 1.509
H -2.743 -2.349 3.002
H -2.071 -3.389 0.751
H -0.719 -3.996 2.420
H -0.213 -2.329 2.694
H 0.418 -3.895 0.150
H 1.542 -3.654 1.496
H 1.234 -1.324 1.233
H 2.805 -2.675 -0.385
H 2.691 -0.926 -0.298
H 1.275 -2.716 -2.314
H 2.486 -1.455 -2.613
H 1.728 0.007 -4.542
H 0.091 0.040 -5.208
H 0.791 -1.483 -4.651
H -0.973 1.887 -4.640
H -2.834 3.332 -3.862
H -3.790 3.011 -1.605
O -2.768 -1.485 -3.479
P -3.724 -2.141 -2.347
O -5.127 -1.958 -2.697
O -3.166 -1.589 -1.020
O -3.252 -3.686 -2.337
P -1.849 -4.202 -1.722
O -1.214 -5.079 -2.880
O -2.069 -4.926 -0.456
O -0.929 -2.972 -1.660
H -3.231 -1.515 -4.325
H -1.574 -5.973 -2.913
C 2.690 1.928 4.747
C 1.185 1.964 4.515
C 0.802 2.208 3.055
C 1.149 1.027 2.139
Ge 0.614 1.402 0.287
C 1.987 2.130 -0.922
C 3.452 1.991 -0.502
C 3.849 2.940 0.624
C 5.342 2.906 0.917
H 2.927 1.763 5.798
H 3.154 2.871 4.450
H 3.176 1.129 4.183
H 0.743 2.752 5.129
H 0.732 1.026 4.853
H 1.307 3.113 2.700
H -0.269 2.420 2.981
H 0.659 0.126 2.518
H 2.225 0.828 2.149
H -0.489 2.483 0.335
H 1.719 3.191 -0.984
H 1.818 1.725 -1.922
H 4.097 2.188 -1.364
H 3.681 0.962 -0.200
H 3.298 2.695 1.538
H 3.541 3.954 0.351
H 5.672 1.897 1.173
H 5.601 3.558 1.752
H 5.921 3.231 0.051
*
```



(5)
DFT (wB97M-V/def2-TZVPD) results for C23H44LiO18 as an isolated structure at a distorted geometry.

F_max: 4.1 eV Å⁻¹
energy relative to the best compared isomer or geometry (same formula, charge and spin): 4.135 eV
Kohn-Sham gap: 7.34 eV

Geometry as ORCA input:
```
! wB97M-V def2-TZVPD RIJCOSX def2/J DEFGRID3
* xyz 1 1
Li 17.465 -5.473 20.627
C 11.246 -2.339 22.977
C 12.331 -1.320 22.844
O 11.783 -0.496 21.705
C 10.814 -1.121 21.120
O 10.279 -0.687 20.117
O 10.518 -2.218 21.758
H 10.603 -2.337 23.857
H 11.686 -3.336 22.946
H 13.337 -1.704 22.676
H 12.392 -0.625 23.681
C 18.201 -7.085 28.509
C 17.622 -7.261 27.128
O 16.456 -7.995 27.018
C 15.841 -7.982 25.816
O 16.237 -7.458 24.797
O 14.653 -8.545 26.002
C 13.792 -8.863 24.953
H 17.524 -7.050 29.363
H 18.803 -6.190 28.667
H 18.932 -7.822 28.842
H 18.327 -7.681 26.410
H 17.395 -6.278 26.713
H 13.561 -8.022 24.299
H 12.940 -9.240 25.519
H 14.209 -9.625 24.295
C 26.274 -3.976 23.203
C 24.805 -4.207 23.010
O 24.148 -3.454 24.004
C 22.854 -3.352 24.091
O 22.033 -3.926 23.353
O 22.480 -2.376 25.032
C 23.488 -1.678 25.843
H 26.830 -4.261 22.310
H 26.772 -4.659 23.891
H 26.464 -2.906 23.283
H 24.711 -5.278 23.192
H 24.241 -3.867 22.142
H 24.051 -0.982 25.221
H 24.234 -2.317 26.316
H 22.827 -1.148 26.529
C 10.726 -6.033 14.182
C 10.361 -6.786 15.503
O 11.413 -6.626 16.525
C 12.496 -7.350 16.676
O 13.431 -7.066 17.430
O 12.491 -8.435 15.991
C 13.358 -9.533 16.192
H 10.777 -4.961 14.373
H 10.061 -6.197 13.335
H 11.752 -6.341 13.983
H 10.038 -7.816 15.357
H 9.432 -6.393 15.916
H 13.193 -9.896 17.206
H 14.414 -9.342 16.002
H 13.108 -10.427 15.622
C 21.827 -0.616 15.962
C 21.001 -0.025 17.177
O 19.739 0.329 16.801
C 18.598 -0.351 17.114
O 18.346 -1.302 17.862
O 17.681 0.191 16.357
C 16.537 -0.557 15.933
H 21.756 0.013 15.075
H 21.415 -1.507 15.488
H 22.891 -0.753 16.157
H 21.401 0.982 17.294
H 21.071 -0.648 18.069
H 15.783 0.075 15.463
H 15.963 -1.061 16.710
H 16.962 -1.344 15.309
C 23.651 -7.117 13.976
C 22.686 -7.504 15.079
O 21.415 -7.084 14.512
C 20.360 -6.897 15.360
O 20.333 -7.043 16.582
O 19.343 -6.263 14.728
C 19.252 -6.125 13.330
H 23.286 -7.386 12.985
H 24.600 -7.630 14.133
H 23.780 -6.050 14.156
H 22.833 -6.870 15.954
H 22.725 -8.517 15.479
H 19.284 -5.081 13.020
H 18.297 -6.517 12.981
H 20.082 -6.556 12.770
*
```



(6)
DFT (wB97M-V/def2-TZVPD) results for C23H45As4IN2OTi as an isolated structure.

F_max: 0.2 eV Å⁻¹
energy relative to the best compared isomer or geometry (same formula, charge and spin): 0.000 eV
Kohn-Sham gap: 4.10 eV

Geometry as ORCA input:
```
! wB97M-V def2-TZVPD RIJCOSX def2/J DEFGRID3
* xyz 4 1
Ti 0.075 0.127 0.087
C -2.301 -0.608 -0.157
C -1.483 -1.674 -0.560
C -0.617 -2.278 0.360
C -0.548 -1.801 1.674
C -1.348 -0.721 2.072
C -2.237 -0.140 1.161
H -2.998 -0.166 -0.859
H -1.548 -2.056 -1.570
H -0.017 -3.130 0.061
H 0.103 -2.284 2.391
H -1.332 -0.385 3.100
H -2.889 0.657 1.493
C 2.873 -1.964 -1.120
As 2.483 -0.998 0.512
C 2.785 -2.390 1.827
C 3.912 0.331 0.529
C 4.090 1.260 1.745
C 5.303 2.146 1.426
C 2.877 2.186 1.898
As 1.117 1.416 2.260
C 0.050 2.957 2.743
C 1.155 0.471 3.957
C 4.344 0.428 3.008
As 4.744 1.132 4.868
C 4.236 3.033 4.852
C 6.672 1.374 4.699
H 3.776 -2.551 -0.947
H 3.057 -1.263 -1.930
H 2.062 -2.642 -1.383
H 3.857 -2.590 1.842
H 2.268 -3.293 1.501
H 2.472 -2.116 2.829
H 3.763 0.907 -0.392
H 4.820 -0.265 0.390
H 5.165 2.703 0.497
H 6.203 1.537 1.327
H 5.478 2.863 2.225
H 2.758 2.814 1.008
H 3.034 2.866 2.737
H 0.469 3.347 3.672
H -0.983 2.664 2.919
H 0.091 3.730 1.980
H 1.959 0.888 4.566
H 1.317 -0.599 3.856
H 0.207 0.656 4.460
H 5.206 -0.220 2.821
H 3.499 -0.247 3.167
H 3.155 3.178 4.902
H 4.664 3.626 4.044
H 4.637 3.427 5.787
H 7.145 0.409 4.527
H 7.033 1.756 5.654
H 6.952 2.073 3.914
I -3.294 5.406 -0.876
C -1.751 4.063 -0.640
C -0.397 4.277 -0.826
N 0.239 3.119 -0.569
N -0.625 2.144 -0.193
C -1.838 2.727 -0.251
H 0.144 5.165 -1.120
H 1.233 2.958 -0.584
H -2.739 2.188 -0.020
C 2.348 1.411 -3.771
As 0.717 0.517 -3.364
C -0.807 1.585 -3.767
C 0.619 -1.197 -4.186
O 0.713 0.269 -1.607
H 2.386 1.539 -4.856
H 3.198 0.807 -3.455
H 2.367 2.391 -3.299
H -0.772 1.817 -4.834
H -0.775 2.511 -3.195
H -1.718 1.027 -3.556
H 0.650 -1.032 -5.266
H -0.320 -1.687 -3.936
H 1.472 -1.807 -3.894
*
```